16
Properties=species:S:1:pos:R:3:lowdin_charge:R:1 method="wB97M-V/def2-TZVPD" homo_energy_ev="0.8303 / -5.2144" spin_multiplicity=2 s_squared=0.751 de_lowest_kj_mol=15.1 charge=-1 e_tot_ev=-18666.10590
O -2.6167 1.1308 -0.4832 0.00
C -2.0619 1.3553 0.5716 -0.44
N -0.7410 1.2107 0.8259 0.04
C 0.1449 0.4492 -0.0795 -0.48
C 0.3990 -0.9159 0.5245 -0.69
S 1.3858 -1.9855 -0.5592 0.37
C 1.4186 1.2436 -0.3257 -0.15
H -2.5891 1.7448 1.4578 0.11
H -0.4586 1.2565 1.7947 0.10
H -0.4456 0.3578 -0.9914 0.12
H -0.5392 -1.4101 0.7701 0.05
H 0.9977 -0.8184 1.4362 0.01
H 2.0000 -2.6760 0.4709 -0.22
H 1.2078 2.2964 -0.5064 0.06
H 2.0926 1.1598 0.5270 0.06
H 1.9408 0.8541 -1.1990 0.05

84
Properties=species:S:1:pos:R:3:lowdin_charge:R:1 method="wB97M-V/def2-TZVPD" homo_energy_ev="-10.8917 / -10.8914" spin_multiplicity=3 s_squared=2.024 de_lowest_kj_mol=363.2 charge=+1 e_tot_ev=-49076.21274
Pt 1.4231 2.9016 -0.1804 0.99
C 0.7973 -1.6427 -0.2332 -0.03
C 0.2721 -0.3738 0.4090 -0.51
C 0.2438 -0.4144 1.9017 -0.04
O 1.0588 0.7220 -0.0371 -0.17
H 1.8616 -1.6952 -0.0038 0.05
H 0.9224 -1.6843 -1.3152 0.09
H 0.3388 -2.5837 0.0709 0.09
H -0.7574 -0.2806 0.0631 0.10
H -0.6380 -0.9866 2.1901 0.09
H 0.1181 0.5830 2.3231 0.08
H 1.1157 -0.8356 2.4022 0.06
C 6.9236 -1.3304 -1.5501 -0.32
O 6.8684 -2.5655 -1.6962 -0.01
N 6.1661 -0.6590 -0.6719 -0.18
C 6.1890 0.7401 -0.4532 -0.09
C 4.9664 -1.3670 -0.0799 -0.02
H 7.7027 -0.6878 -1.9885 0.14
H 6.3471 1.0508 0.5795 0.09
H 5.2306 1.2002 -0.6938 0.08
H 7.0388 1.2171 -0.9414 0.09
H 5.2482 -2.4053 0.0951 0.09
H 4.9048 -1.1515 0.9868 0.07
H 4.0273 -1.0990 -0.5640 0.08
C -0.9322 2.6809 -2.5716 -0.34
O 0.0719 2.7928 -1.9520 -0.07
N -1.9172 3.5296 -2.5126 -0.14
C -3.0663 3.5177 -3.4479 -0.02
C -2.0352 4.6613 -1.6292 -0.05
H -1.0382 2.0784 -3.4870 0.17
H -3.3584 4.4736 -3.8826 0.10
H -3.7625 3.3999 -2.6175 0.07
H -3.3710 2.7463 -4.1551 0.11
H -2.8399 4.7911 -0.9056 0.08
H -1.1350 4.9275 -1.0752 0.09
H -2.1195 5.6033 -2.1710 0.11
C -3.9866 -1.1580 0.7594 -0.34
O -4.6654 -1.9154 1.4411 0.04
N -4.3984 -0.1849 -0.0675 -0.18
C -5.7394 0.3881 0.0531 -0.03
C -3.6959 0.3832 -1.1757 -0.08
H -2.8910 -1.2559 0.7120 0.12
H -6.4634 0.0369 -0.6821 0.10
H -5.6856 1.4638 -0.1148 0.07
H -5.9735 0.2438 1.1079 0.10
H -2.6319 0.1789 -1.0570 0.07
H -4.0608 0.1774 -2.1820 0.10
H -3.7727 1.4691 -1.2311 0.05
C 4.8033 -3.6998 3.9841 -0.30
O 5.5509 -3.5122 4.9461 0.01
N 3.5977 -3.0591 3.7504 -0.18
C 2.8138 -3.1210 2.5272 -0.08
C 2.8935 -2.2628 4.7552 -0.05
H 4.9573 -4.5555 3.3087 0.14
H 1.7584 -3.1245 2.7993 0.08
H 3.0681 -3.7739 1.6923 0.10
H 2.8615 -2.1086 2.1261 0.05
H 2.3192 -1.3640 4.5308 0.08
H 2.1972 -2.9534 5.2309 0.10
H 3.6258 -2.0000 5.5185 0.09
C -0.9174 -2.9732 -3.6078 -0.29
O -0.1665 -2.8678 -4.6203 -0.03
N -1.1669 -4.1694 -2.9508 -0.21
C -0.8823 -5.4714 -3.4938 -0.05
C -1.6961 -4.0282 -1.6117 -0.07
H -1.3678 -2.0892 -3.1303 0.12
H -1.7705 -6.1029 -3.5107 0.10
H 0.1313 -5.8234 -3.3021 0.10
H -0.7740 -5.3322 -4.5694 0.08
H -1.4953 -3.0501 -1.1746 0.05
H -2.7797 -4.0010 -1.7260 0.09
H -1.4308 -4.8866 -0.9945 0.10
C -1.6209 3.2734 1.1013 -0.32
O -0.4593 2.9305 0.8882 -0.15
N -2.0323 4.3368 1.8124 -0.12
C -3.4991 4.8062 1.7471 -0.01
C -1.0334 5.2754 2.3523 -0.03
H -2.4696 2.7374 0.6490 0.14
H -3.9290 4.6313 2.7334 0.09
H -4.1573 4.2395 1.0884 0.08
H -3.6652 5.8829 1.7138 0.09
H -1.0078 6.2749 1.9182 0.10
H -1.1486 5.3593 3.4330 0.10
H -0.0102 4.9013 2.3164 0.08

27
Properties=species:S:1:pos:R:3:lowdin_charge:R:1 method="wB97M-V/def2-TZVPD" homo_energy_ev=-14.3132 de_lowest_kj_mol=941.2 charge=+1 e_tot_ev=-15031.51387
C -0.6980 -1.9163 -1.6388 -0.04
C -0.5869 0.2451 1.9456 0.03
C -2.2954 0.4442 -0.0671 0.04
C 0.2148 2.2049 -0.2603 -0.06
C -0.6966 -1.3978 -0.1662 -0.21
C -0.8356 0.0212 0.3918 -0.49
N 2.1245 -0.5575 0.5598 0.11
N 0.0113 0.8331 -0.4076 0.11
N 1.8433 0.4361 -0.0954 -0.08
O 3.4469 -1.0252 0.4262 0.05
O 2.6180 1.1799 -0.8494 0.13
H 0.0073 -1.3910 -2.1998 0.05
H -0.5989 -2.9447 -1.6644 0.05
H -1.7367 -1.7090 -2.0609 0.10
H 0.0426 1.0271 2.2559 0.07
H -1.5027 0.3113 2.4552 0.08
H -0.1482 -0.6284 2.2476 0.05
H -2.3228 0.8526 -1.0243 0.08
H -2.8085 -0.3677 -0.2857 0.04
H -2.7457 1.2060 0.5666 0.11
H 0.8258 2.5812 -1.0658 0.11
H -0.6458 2.6502 -0.6934 0.12
H 0.3707 2.4572 0.7153 0.08
H -1.4624 -2.0983 0.4443 0.18
H 0.2041 -1.5837 0.2954 0.03
H 3.9120 -1.5198 1.0853 0.12
H 3.4630 0.6889 -0.9099 0.15

37
Properties=species:S:1:pos:R:3:lowdin_charge:R:1 method="wB97M-V/def2-TZVPD" homo_energy_ev="-15.9460 / -15.9469" spin_multiplicity=2 s_squared=0.802 charge=+2 e_tot_ev=-72016.95065
Mn -0.3176 0.0091 0.0943 0.64
N -1.0272 -1.7668 -0.6485 -0.01
C -0.2741 -2.4321 -1.7637 -0.15
C 1.2300 -2.2984 -1.6090 -0.06
C 1.6669 -0.8761 -1.8050 -0.45
O 2.3914 -0.4201 -2.6099 0.24
O 1.0831 0.0205 -0.8649 -0.13
H -1.0251 -2.3813 0.1690 0.13
H -2.0067 -1.7370 -0.9327 0.12
H -0.6070 -1.9681 -2.6931 0.14
H -0.5593 -3.4836 -1.7932 0.14
H 1.7297 -2.9092 -2.3603 0.15
H 1.5637 -2.6475 -0.6268 0.15
O 0.4056 1.3752 1.3188 -0.01
C 0.0614 0.6082 2.2718 -0.42
O -0.5566 -0.4835 1.8162 -0.04
C 0.3183 0.8124 3.6656 -0.12
C 1.0639 1.9253 4.0864 0.03
C 1.3284 2.0985 5.4296 0.00
C 0.8538 1.1732 6.3565 0.07
C 0.1181 0.0836 5.9155 -0.09
C -0.1640 -0.1247 4.5862 0.10
N -0.3843 -0.9050 6.9031 -0.34
O -0.2447 -0.6130 8.0648 0.13
O -1.1254 -1.7566 6.4629 0.10
H 1.4385 2.6283 3.3556 0.13
H 1.9066 2.9464 5.7669 0.13
H 1.0495 1.2810 7.4146 0.14
H -0.7402 -0.9891 4.2900 0.14
N -0.0950 3.2999 -1.0455 0.19
C -1.2660 2.9207 -0.5908 -0.71
N -2.0887 3.7355 0.0275 0.19
S -1.8047 1.2511 -0.8794 0.89
H 0.2578 4.2377 -0.9070 0.16
H 0.4994 2.6557 -1.5484 0.13
H -1.8856 4.7207 0.1382 0.15
H -3.0045 3.4197 0.3147 0.14

81
Properties=species:S:1:pos:R:3:lowdin_charge:R:1 method="wB97M-V/def2-TZVPD" homo_energy_ev=-6.8555 de_lowest_kj_mol=76.2 charge=0 e_tot_ev=-297825.86882
Al -0.7615 1.1304 2.7083 -0.65
S -4.0664 0.5355 5.4060 0.47
C -2.8316 0.7873 4.3331 -1.75
S -2.2761 -0.5018 3.3346 0.61
S -2.0980 2.3454 4.1931 0.61
F 5.6824 4.2281 3.3307 0.12
C 4.6725 3.3850 3.5593 -0.13
C 3.3838 3.8636 3.7627 -0.20
F 3.1334 5.1798 3.7014 0.09
C 2.3326 2.9797 3.9676 -0.32
F 1.1089 3.5010 4.1549 0.03
C 2.5067 1.5966 3.9438 -0.47
Se 1.0979 0.3451 4.1279 0.87
C 3.8190 1.1450 3.7786 -0.26
F 4.0479 -0.1733 3.7732 0.07
C 4.8832 2.0081 3.5759 -0.14
F 6.1050 1.5162 3.3422 0.12
C -0.3938 -0.7273 -0.8299 -0.37
C 0.5242 -1.6800 -1.5787 -0.42
As -0.2734 -2.5534 -3.1785 1.31
C -0.6740 -0.9501 -4.2248 -0.43
C -0.0091 0.2591 -4.0631 -0.12
C -0.2931 1.3421 -4.8778 -0.09
C -1.2296 1.2240 -5.8900 -0.09
C -1.8719 0.0124 -6.0880 -0.09
C -1.5917 -1.0626 -5.2664 -0.14
C -2.0507 -2.8814 -2.3969 -0.42
C -2.2339 -4.0768 -1.7067 -0.13
C -3.4537 -4.3791 -1.1268 -0.09
C -4.5133 -3.4935 -1.2372 -0.08
C -4.3416 -2.3006 -1.9195 -0.08
C -3.1182 -1.9977 -2.4928 -0.13
P 0.2881 -0.3788 0.8640 1.06
C 1.9348 0.2424 0.3524 -0.33
C 3.1727 -0.1667 0.8300 -0.07
C 4.3380 0.4270 0.3717 -0.06
C 4.2921 1.4764 -0.5273 -0.07
C 3.0619 1.9269 -0.9801 -0.11
C 1.9018 1.3076 -0.5528 -0.18
C 0.2833 -2.1232 1.4288 -0.36
C -1.0031 -2.6664 1.4678 -0.17
C -1.2127 -3.9788 1.8394 -0.07
C -0.1382 -4.7784 2.1930 -0.07
C 1.1368 -4.2429 2.1801 -0.07
C 1.3516 -2.9268 1.8021 -0.08
H -1.3809 -1.1748 -0.6854 0.06
H -0.5452 0.2051 -1.3781 0.06
H 0.8353 -2.4876 -0.9096 0.06
H 1.4403 -1.1759 -1.9024 0.06
H 0.7554 0.3654 -3.3027 0.08
H 0.2255 2.2798 -4.7283 0.10
H -1.4397 2.0642 -6.5363 0.10
H -2.5872 -0.0931 -6.8897 0.10
H -2.0886 -2.0145 -5.4230 0.10
H -1.4080 -4.7769 -1.6259 0.10
H -3.5834 -5.3119 -0.5958 0.10
H -5.4726 -3.7336 -0.8010 0.10
H -5.1626 -1.6028 -2.0081 0.10
H -2.9955 -1.0627 -3.0274 0.09
H 3.2484 -0.9451 1.5678 0.08
H 5.2902 0.0645 0.7238 0.11
H 5.2005 1.9404 -0.8781 0.11
H 2.9951 2.7532 -1.6741 0.11
H 0.9502 1.6580 -0.9367 0.09
H -1.8579 -2.0545 1.2108 0.07
H -2.2194 -4.3655 1.8689 0.11
H -0.2898 -5.8056 2.4933 0.11
H 1.9812 -4.8509 2.4702 0.11
H 2.3600 -2.5520 1.8021 0.08
Se 1.3945 3.9112 1.2400 1.39
N 0.3401 4.5115 -0.0083 -0.18
C -0.7891 3.7954 -0.0239 -0.35
C -1.9294 3.9500 -0.8241 0.05
C -2.9806 3.0787 -0.6016 -0.01
C -2.9102 2.0859 0.3743 -0.02
N -1.8316 1.9056 1.1357 0.07
C -0.8149 2.7462 0.9359 -0.46
N 0.2597 2.6147 1.7083 -0.18
H -1.9779 4.7415 -1.5545 0.13
H -3.8878 3.1786 -1.1748 0.12
H -3.7472 1.4323 0.5731 0.14

56
Properties=species:S:1:pos:R:3:lowdin_charge:R:1 method="wB97M-V/def2-TZVPD" homo_energy_ev=-8.6169 de_lowest_kj_mol=286.1 charge=0 smiles="CNC(=O)[C@H](CC(C)C)NC(C)=O.COc1ccc2cn[nH]c(=O)c2c1OC" e_tot_ev=-36354.88759
O 1.1242 -4.4322 1.1111 0.06
O 0.5400 1.9585 -4.8268 0.04
O -1.7270 4.9128 -2.5837 0.07
N 2.4207 -6.5434 3.5893 0.05
O 3.8143 -0.2520 3.0243 -0.09
O 2.2500 -1.8495 1.4099 -0.07
C 1.8295 -4.7108 2.0718 -0.39
C -0.6144 2.1506 -4.4810 -0.55
C -2.6002 4.0536 -2.6570 -0.48
C 3.1837 -5.7334 4.2980 -0.08
C 4.3147 -2.1372 4.4368 0.02
C 4.1621 -3.4867 4.7520 -0.03
C 3.6680 -1.5859 3.3221 -0.20
C 2.8376 -2.4004 2.5201 -0.14
C 3.3487 -4.3055 3.9620 -0.15
C 2.6750 -3.7694 2.8402 0.01
N 1.7597 -6.0260 2.4947 0.06
N -3.9001 4.3593 -2.7530 0.02
N -0.9214 2.2779 -3.1906 0.12
C 5.1664 0.1738 2.8037 -0.06
C 0.9671 -1.2681 1.6680 -0.05
C -1.7088 2.2183 -5.5293 0.01
C -4.4148 5.7270 -2.7882 -0.06
C -2.2068 0.1291 0.4688 -0.09
C -2.9700 -0.3434 -1.8336 -0.07
C -2.0230 0.5211 -0.9976 -0.43
C -2.2973 2.0297 -1.1617 -0.12
C -2.2430 2.5565 -2.6099 -0.23
H 3.7057 -6.1370 5.1602 0.11
H 4.9309 -1.5073 5.0699 0.12
H 4.6742 -3.8937 5.6202 0.11
H 1.1633 -6.6236 1.9275 0.16
H -4.5634 3.6030 -2.8007 0.13
H -0.1283 2.2803 -2.5686 0.16
H 5.7116 -0.5495 2.1878 0.10
H 5.6954 0.2996 3.7531 0.08
H 5.1656 1.1355 2.2821 0.09
H 1.0593 -0.4114 2.3429 0.09
H 0.2853 -1.9976 2.1162 0.09
H 0.5318 -0.9218 0.7269 0.08
H -1.2536 2.1034 -6.5122 0.09
H -2.2056 3.1848 -5.4755 0.08
H -2.4190 1.4107 -5.3674 0.08
H -4.1339 6.2012 -3.7302 0.09
H -3.9815 6.3051 -1.9688 0.09
H -5.5015 5.7266 -2.6926 0.08
H -1.5291 0.7104 1.0936 0.08
H -3.2340 0.3135 0.7831 0.08
H -1.9811 -0.9299 0.5963 0.07
H -2.7715 -0.1965 -2.8941 0.07
H -2.7998 -1.3961 -1.6063 0.08
H -4.0069 -0.0926 -1.6119 0.08
H -0.9952 0.3013 -1.2867 0.13
H -1.5672 2.5800 -0.5652 0.13
H -3.2847 2.2483 -0.7532 0.12
H -3.0015 2.0292 -3.1868 0.12

55
Properties=species:S:1:pos:R:3:lowdin_charge:R:1 method="wB97M-V/def2-TZVPD" homo_energy_ev="-10.6791 / -10.7130" spin_multiplicity=3 s_squared=2.007 de_lowest_kj_mol=26.4 charge=+1 e_tot_ev=-155615.07067
Pd 0.0821 -0.3297 -0.0901 0.85
C 4.3300 2.9465 0.0436 -0.03
O 3.8674 1.6042 -0.1346 0.02
C 2.5866 1.3343 -0.3030 -0.56
O 2.2494 0.1877 -0.5628 0.00
N 1.7112 2.3716 -0.2018 0.03
N 0.3429 2.0931 -0.2579 0.03
H 5.4120 2.8800 0.0670 0.11
H 3.9873 3.3670 0.9914 0.10
H 4.0265 3.5780 -0.7919 0.10
H 2.0010 3.2323 0.2315 0.14
H -0.1078 2.6938 -0.9343 0.12
H -0.0841 2.1845 0.6595 0.09
C -0.0983 -0.1452 6.8356 -0.06
O -1.4525 -0.1748 6.4084 -0.05
C -1.7070 -0.0903 5.0998 -0.28
C -3.0732 -0.1113 4.7412 0.01
C -3.4255 -0.0557 3.4301 -0.02
C -2.4771 0.0482 2.3785 -0.10
C -2.8824 0.0454 1.0037 -0.37
C -4.3351 0.1085 0.5988 0.02
O -2.0982 -0.0153 0.0277 -0.13
C -1.0873 0.1349 2.7525 -0.33
O -0.1095 0.3827 1.9384 -0.17
C -0.7450 0.0024 4.1187 0.05
H -0.1271 -0.1948 7.9195 0.10
H 0.3924 0.7801 6.5266 0.10
H 0.4579 -1.0004 6.4462 0.10
H -3.8157 -0.1845 5.5236 0.12
H -4.4771 -0.1079 3.1976 0.10
H -5.0436 0.1234 1.4155 0.07
H -4.5464 -0.7454 -0.0451 0.10
H -4.4752 1.0059 -0.0054 0.10
H 0.3116 0.0278 4.3449 0.11
C 0.0519 -5.3801 2.4620 -0.22
Ge 0.2557 -5.7776 0.5472 0.77
C 1.5428 -7.2141 0.1677 -0.21
C -1.4963 -6.0968 -0.2926 -0.22
C 0.9137 -4.0296 -0.2141 -0.54
Se -0.4933 -2.7002 0.0196 0.94
C -1.1106 -2.6132 -1.8316 -0.34
H -0.3955 -6.2101 3.0067 0.02
H -0.5934 -4.5073 2.5749 0.00
H 1.0190 -5.1576 2.9137 0.02
H 1.1703 -8.1429 0.5998 0.02
H 2.5167 -6.9983 0.6047 0.02
H 1.6622 -7.3589 -0.9053 0.02
H -1.9709 -6.9868 0.1189 0.02
H -1.3984 -6.2357 -1.3699 0.02
H -2.1498 -5.2453 -0.1014 0.00
H 1.1571 -4.0776 -1.2736 0.02
H 1.7897 -3.6854 0.3331 0.02
H -1.5090 -3.5838 -2.1182 0.03
H -0.2755 -2.3448 -2.4748 0.04
H -1.8921 -1.8587 -1.8845 0.02

10
Properties=species:S:1:pos:R:3:lowdin_charge:R:1 method="wB97M-V/def2-TZVPD" homo_energy_ev=-8.9501 de_lowest_kj_mol=355.7 charge=0 e_tot_ev=-7631.95131
C 0.1577 -1.0364 -1.1267 -0.15
N -0.6371 -1.2027 0.0921 -0.08
O -0.1101 1.7959 1.7698 -0.04
N 0.0279 0.8014 0.7721 -0.13
N -0.8296 -0.2419 0.8689 -0.04
H -0.6832 2.4337 1.3069 0.10
H 0.9946 0.4923 0.6799 0.13
H 1.2285 -1.0235 -0.9011 0.06
H -0.1196 -0.1299 -1.6748 0.08
H -0.0290 -1.8889 -1.7872 0.07

10
Properties=species:S:1:pos:R:3:lowdin_charge:R:1 method="wB97M-V/def2-TZVPD" homo_energy_ev=-7.6902 de_lowest_kj_mol=298.4 charge=0 e_tot_ev=-19946.47029
O 0.3428 0.6206 2.0149 -0.23
O 1.6478 -1.3459 0.7087 -0.25
Si -0.8870 0.6116 -1.8077 0.51
Si 0.1846 -0.7259 1.0491 0.41
H -0.3546 1.1807 2.2784 0.01
H 2.4279 -0.8219 0.4891 0.06
H -0.1852 -0.3438 -2.7478 -0.17
H -2.2631 0.7107 -1.3802 -0.21
H -0.4432 2.0743 -2.3831 -0.12
H -0.4700 -1.9605 1.7786 -0.02

79
Properties=species:S:1:pos:R:3:lowdin_charge:R:1 method="wB97M-V/def2-TZVPD" homo_energy_ev=-1.0746 de_lowest_kj_mol=39.0 charge=-2 e_tot_ev=-203144.80729
Cu 1.7923 0.8035 1.2216 -0.51
C -1.3479 0.1399 3.3343 -0.30
C -0.3722 -0.9538 2.8795 -0.37
P -0.7621 -1.4793 1.1464 1.06
C 0.7448 -2.3518 0.5839 -0.39
C 0.6080 -3.2551 -0.4753 -0.15
C 1.7237 -3.8208 -1.0688 -0.15
C 2.9983 -3.4673 -0.6357 -0.09
C 3.1488 -2.5607 0.3996 -0.12
C 2.0258 -2.0199 1.0185 -0.14
C -1.8483 -2.9253 1.5447 -0.38
C -1.3947 -4.0587 2.2222 -0.09
C -2.2524 -5.1090 2.5048 -0.10
C -3.5868 -5.0446 2.1154 -0.12
C -4.0516 -3.9272 1.4413 -0.11
C -3.1836 -2.8771 1.1560 -0.11
C -0.9789 1.5656 2.8859 -0.34
P -0.2164 1.8649 1.2222 0.99
C -1.6577 2.0946 0.1155 -0.36
C -2.9256 1.6040 0.4123 -0.10
C -3.9783 1.7543 -0.4833 -0.11
C -3.7743 2.3938 -1.6962 -0.11
C -2.5110 2.8842 -2.0051 -0.09
C -1.4666 2.7340 -1.1092 -0.10
C 0.2697 3.6285 1.4585 -0.34
C -0.6724 4.6283 1.7105 -0.11
C -0.2736 5.9369 1.9277 -0.11
C 1.0797 6.2631 1.8999 -0.11
C 2.0223 5.2803 1.6476 -0.07
C 1.6199 3.9681 1.4205 -0.08
H -1.3521 0.1671 4.4285 0.10
H -2.3693 -0.1288 3.0408 0.08
H -0.4329 -1.8244 3.5364 0.08
H 0.6485 -0.5625 2.9275 -0.01
H -0.3821 -3.5076 -0.8438 0.10
H 1.6008 -4.5163 -1.8919 0.09
H 3.8725 -3.8731 -1.1303 0.10
H 4.1281 -2.2065 0.7032 -0.02
H 2.1892 -1.2851 1.7988 0.00
H -0.3518 -4.1174 2.5133 0.11
H -1.8812 -5.9837 3.0255 0.09
H -4.2567 -5.8678 2.3341 0.09
H -5.0876 -3.8710 1.1291 0.09
H -3.5418 -2.0068 0.6163 0.09
H -0.1533 1.8984 3.5237 0.08
H -1.8186 2.2470 3.0553 0.08
H -3.1005 1.0956 1.3517 0.08
H -4.9574 1.3636 -0.2294 0.09
H -4.5905 2.5052 -2.4002 0.09
H -2.3344 3.3715 -2.9558 0.10
H -0.4830 3.1100 -1.3637 0.11
H -1.7294 4.3822 1.7228 0.10
H -1.0161 6.7030 2.1207 0.09
H 1.3928 7.2856 2.0786 0.09
H 3.0831 5.4969 1.6353 0.10
H 2.3868 3.2239 1.2300 0.04
S 5.8609 -0.8905 1.8375 -0.20
As 4.5951 0.8154 1.6125 -0.43
S 2.9423 0.7048 3.1543 0.03
S 3.4607 0.6643 -0.3219 0.05
S 5.4904 2.7496 1.7203 -0.27
C -0.0615 -1.0019 -5.2039 -0.07
C 0.8601 -0.6505 -4.0396 -0.64
C 1.9595 0.2977 -4.5098 -0.05
C 1.4867 -1.9276 -3.4686 -0.05
N 0.0198 0.0628 -3.0589 -0.08
N 0.6571 0.4080 -1.8422 -0.01
H 0.4976 -1.4788 -6.0116 0.07
H -0.5414 -0.0997 -5.5876 0.07
H -0.8440 -1.6949 -4.8812 0.07
H 2.5361 -0.1588 -5.3176 0.08
H 2.6499 0.5289 -3.6972 0.07
H 1.5204 1.2299 -4.8712 0.08
H 2.0717 -2.4453 -4.2331 0.09
H 0.7101 -2.6089 -3.1103 0.07
H 2.1554 -1.7106 -2.6337 0.07
H -0.7668 -0.5297 -2.8119 0.10
H 1.2007 1.2529 -1.9709 0.03
H 1.2974 -0.3093 -1.5051 -0.01